(1)
Here is a 13-piece molecular cluster, C27H56F18N7O25S6 overall at a distorted geometry from the OMol25 dataset. Energies are from ωB97M-V with the def2-TZVPD basis set.

```
139
Properties=species:S:1:pos:R:3:mulliken_charge:R:1
C -0.778 2.778 7.901 -1.42
C 0.140 2.371 6.858 0.73
O 1.304 2.544 6.764 -0.33
N -0.521 1.685 5.661 0.29
H -0.081 0.775 5.506 0.01
H -1.495 1.533 5.871 0.39
C -0.399 2.440 4.391 0.39
H -0.280 3.269 8.733 0.36
H -1.355 1.952 8.307 0.40
H -1.529 3.437 7.478 0.40
H -0.406 3.509 4.557 0.41
H -1.215 2.161 3.714 -0.12
H 0.540 2.129 3.921 -0.63
C 0.769 -3.286 -3.245 -0.22
C 0.621 -3.847 -4.588 0.30
O -0.290 -4.489 -5.062 -0.45
N 1.773 -3.516 -5.648 -0.03
H 2.050 -2.526 -5.453 0.31
H 2.482 -4.224 -5.446 0.39
C 1.352 -3.665 -7.068 -0.90
H 0.663 -2.224 -3.342 -0.12
H 1.804 -3.510 -2.980 0.60
H 0.117 -3.628 -2.454 0.11
H 2.245 -3.482 -7.667 0.37
H 0.642 -2.863 -7.250 0.33
H 0.938 -4.645 -7.270 0.36
C 3.809 0.389 -2.020 0.29
C 4.420 -0.785 -2.624 0.61
O 4.052 -1.925 -2.665 -0.54
N 5.703 -0.536 -3.460 -0.06
H 5.455 0.183 -4.124 0.45
H 6.432 -0.223 -2.853 0.40
C 6.169 -1.691 -4.318 -0.73
H 3.377 1.016 -2.798 0.06
H 4.660 0.860 -1.539 0.68
H 3.099 0.073 -1.308 -0.86
H 6.597 -2.485 -3.737 0.34
H 6.910 -1.297 -5.010 0.35
H 5.288 -1.994 -4.880 0.20
C 1.530 -2.318 5.707 -0.90
C 2.387 -2.761 4.579 1.00
O 3.338 -3.491 4.725 -0.53
N 1.905 -2.523 3.209 1.57
H 0.964 -2.993 3.219 -0.22
H 1.834 -1.459 3.129 -0.25
C 2.814 -2.993 2.079 -1.03
H 1.566 -1.220 5.804 0.01
H 1.847 -2.895 6.542 0.44
H 0.503 -2.585 5.449 0.28
H 3.021 -4.039 2.169 0.43
H 3.764 -2.519 2.225 0.42
H 2.316 -2.786 1.133 0.19
C -3.309 -0.405 3.719 0.22
C -4.341 -1.266 3.102 -0.04
O -5.249 -1.894 3.618 -0.56
N -4.211 -1.468 1.641 0.88
H -5.181 -1.306 1.310 0.46
H -3.633 -0.738 1.173 -0.37
C -3.639 -2.748 1.239 -0.32
H -2.381 -1.025 3.613 -0.19
H -3.506 -0.223 4.761 0.62
H -3.219 0.505 3.100 -0.08
H -3.679 -2.784 0.148 0.14
H -4.242 -3.550 1.609 0.54
H -2.620 -2.871 1.505 -0.19
C 2.605 5.226 2.191 -1.13
C 2.140 4.544 0.989 0.93
O 2.686 4.251 -0.067 -0.52
N 0.617 4.165 0.887 0.34
H 0.410 3.224 1.310 0.36
H 0.158 4.851 1.481 0.47
C 0.114 4.205 -0.446 -0.79
H 3.544 4.731 2.484 0.21
H 1.923 5.292 3.061 0.28
H 2.902 6.228 1.934 0.48
H 0.696 3.538 -1.038 0.43
H 0.259 5.212 -0.910 0.44
H -0.944 4.015 -0.439 -0.03
C -5.244 3.693 -3.645 -1.15
C -3.954 3.053 -3.877 0.77
O -3.041 3.335 -4.594 -0.50
N -3.773 1.815 -3.095 0.36
H -4.472 1.817 -2.367 0.64
H -3.800 0.930 -3.781 0.37
C -2.483 1.775 -2.308 -0.89
H -5.408 4.615 -4.202 0.36
H -5.221 3.960 -2.584 0.25
H -6.080 3.000 -3.611 0.38
H -1.693 1.844 -3.055 0.51
H -2.429 0.824 -1.764 -0.19
H -2.524 2.658 -1.693 0.32
C 4.514 1.190 2.410 0.40
F 3.888 0.752 1.323 -0.03
F 5.365 0.303 2.829 -0.21
F 5.154 2.331 2.148 -0.23
S 3.283 1.523 3.652 0.81
O 2.601 0.222 3.770 -0.63
O 4.051 1.932 4.812 -0.66
O 2.324 2.572 3.203 -0.64
C 1.564 1.272 -4.875 0.47
F 1.425 0.508 -3.792 -0.13
F 0.374 1.539 -5.421 -0.22
F 2.115 2.409 -4.545 -0.24
S 2.560 0.254 -6.002 0.96
O 2.684 1.080 -7.173 -0.65
O 3.803 -0.023 -5.264 -0.76
O 1.764 -1.018 -6.003 -0.61
C -2.637 -2.149 -2.948 0.27
F -1.510 -1.435 -2.812 -0.04
F -2.377 -3.446 -2.905 -0.23
F -3.373 -1.844 -1.871 -0.15
S -3.436 -1.842 -4.504 1.16
O -4.076 -0.524 -4.341 -0.87
O -2.321 -1.793 -5.450 -0.58
O -4.443 -2.872 -4.583 -0.67
C -4.172 3.715 1.088 0.64
F -3.549 3.499 2.240 -0.23
F -4.944 4.780 1.177 -0.25
F -3.268 3.842 0.106 -0.34
S -5.285 2.332 0.749 0.88
O -6.628 2.679 1.165 -0.66
O -5.140 2.143 -0.723 -0.85
O -4.649 1.234 1.510 -0.60
C -0.376 -5.197 1.032 0.73
F 0.938 -4.782 0.931 -0.23
F -1.104 -4.532 0.146 -0.21
F -0.464 -6.486 0.715 -0.23
S -0.907 -4.862 2.637 1.19
O -2.311 -5.144 2.679 -0.64
O -0.022 -5.634 3.477 -0.69
O -0.647 -3.384 2.689 -1.17
C 0.332 -0.316 -0.024 -0.85
F 0.301 -1.625 -0.032 0.20
F 1.556 0.102 0.279 -0.06
F 0.087 0.220 -1.202 0.10
S -0.777 0.321 1.216 0.35
O -0.428 1.768 1.193 -0.69
O -2.100 0.042 0.665 -0.43
O -0.372 -0.367 2.410 0.21
```

Results
2S+1	1
max |F|	4.84	eV Å⁻¹
highest occupied orbital energy	-10.90	eV
charge	+1
energy	-7513.1905	a.u.
LUMO energy	-0.1049	Ha

***

(2)
Here is the molecule C3H3N5 at a distorted geometry from the OMol25 dataset. Energies are from ωB97M-V with the def2-TZVPD basis set.

```
11
Properties=species:S:1:pos:R:3:nbo_charge:R:1
H -1.358 0.468 2.455 0.36
N -1.128 -0.305 1.787 -0.57
C -0.413 -0.010 0.878 0.30
C 0.282 -1.016 0.089 -0.22
C 0.583 -0.735 -1.167 -0.04
N 0.032 0.246 -1.918 -0.17
N -0.235 1.462 -1.490 0.00
N 0.282 1.840 -0.300 0.01
N 0.273 1.337 0.816 -0.13
H 0.451 -1.910 0.625 0.24
H 1.232 -1.378 -1.774 0.22
```

Results
2S+1	1
max |F|	6.37	eV Å⁻¹
highest occupied orbital energy	-9.55	eV
energy	-389.7152	a.u.
energy above the lowest of the compared OMol25 structures with the same formula, charge and spin	403.0	kJ/mol
SMILES string	[H]/N=c1/ccnnnn1
LUMO energy	-0.0448	Ha

***

(3)
Here is a 2-piece molecular cluster, C4H4N2S overall at a distorted geometry from the OMol25 dataset. Energies are from ωB97M-V with the def2-TZVPD basis set.

```
11
Properties=species:S:1:pos:R:3:nbo_charge:R:1
C 0.328 -0.497 2.015 -0.03
C -0.238 0.716 -2.220 0.27
C -0.553 -1.322 2.511 -0.58
C 1.121 0.916 -2.244 -0.60
N -2.139 0.459 -0.912 0.02
N -1.072 0.643 -1.298 -0.15
S 1.229 0.470 1.200 0.13
H -1.066 -1.082 3.414 0.25
H -0.683 -2.181 2.071 0.24
H 1.435 1.107 -3.225 0.22
H 1.639 0.771 -1.313 0.23
```

Results
2S+1	3
max |F|	5.25	eV Å⁻¹
highest occupied orbital energy (alpha / beta)	-7.02 / -8.88	eV
energy	-662.2560	a.u.
energy above the lowest of the compared OMol25 structures with the same formula, charge and spin	368.2	kJ/mol
LUMO energy (alpha / beta)	-0.0091 / -0.0662	Ha

***

Q: Which value of energy does entry 3 give?
A: -662.2560 a.u.